[1]
Density functional theory data (the ωB97M-V functional and the def2-TZVPD basis) for the molecule C3H7N3O.

```
! RIJCOSX wB97M-V def2-TZVPD def2/J DEFGRID3
* xyz 0 1
C 0.9097 -1.2317 -0.0939
C 2.1510 -0.7702 -0.3325
C -2.1415 0.6787 -0.0746
N 1.3241 1.3322 -0.0086
N 0.0238 -0.2564 -0.1792
N -1.2023 -0.4460 0.1397
O 2.4185 0.5349 0.0339
H 0.6515 -2.2368 -0.0873
H 3.0712 -1.1675 -0.6558
H -2.7831 0.2752 -0.7922
H -2.7239 0.8996 0.8448
H -1.5536 1.4823 -0.4425
H 1.3846 1.9726 0.7029
H -1.5301 -1.0669 0.9453
*
```

The value obtained for the LUMO energy (spin up / spin down) is 0.031 / 0.025 hartree. Its energy is -9735.2211 eV. For the gap between HOMO and LUMO (spin up / spin down), the calculation gives 0.2873 / 0.2979 Ha. The max |F| is 0.078 Eh/bohr. The calculation puts the relative energy (zero: lowest compared OMol25 entry of this formula, charge and spin) at 7.812 eV.

[2]
Density functional theory data (the ωB97M-V functional and the def2-TZVPD basis) for a structure of composition C34H42N6RuSe.

```
! RIJCOSX wB97M-V def2-TZVPD def2/J DEFGRID3
* xyz 3 2
Ru -0.1175 -0.1002 -0.4986
C -0.6842 1.0897 2.5455
C -2.1987 1.0433 2.3699
C -2.6975 1.5274 1.0391
C -3.8941 2.2418 0.9772
C -4.3787 2.6769 -0.2397
C -3.6639 2.3671 -1.3900
C -2.4912 1.6562 -1.2497
N -2.0043 1.2591 -0.0694
N 0.0934 0.0188 1.9022
C 1.5015 0.2267 2.2750
C 2.4573 -0.5803 1.4410
C 3.7067 -0.9543 1.9230
C 4.5484 -1.6923 1.1081
C 4.1144 -2.0371 -0.1631
C 2.8714 -1.5942 -0.5807
N 2.0670 -0.8751 0.1997
C -0.3663 -1.3283 2.3072
C -1.4748 -1.9201 1.4588
C -2.5721 -2.5631 2.0284
C -3.5123 -3.1734 1.2105
C -3.3403 -3.1348 -0.1661
C -2.2263 -2.4819 -0.6609
N -1.3213 -1.9007 0.1266
H -0.3175 2.0456 2.1560
H -0.4735 1.0661 3.6220
H -2.5872 0.0375 2.5400
H -2.6257 1.6836 3.1430
H -4.4315 2.4497 1.8882
H -5.2938 3.2484 -0.2935
H -4.0083 2.6774 -2.3626
H -1.9073 1.3732 -2.1260
H 1.7419 1.2844 2.1192
H 1.6562 0.0085 3.3399
H 4.0173 -0.6704 2.9185
H 5.5246 -1.9964 1.4576
H 4.7280 -2.6250 -0.8241
H 2.5121 -1.8323 -1.5743
H 0.4804 -2.0202 2.2235
H -0.6794 -1.3147 3.3578
H -2.6876 -2.5980 3.1001
H -4.3606 -3.6835 1.6408
H -4.0411 -3.6080 -0.8344
H -2.0313 -2.4396 -1.7287
C 2.3086 -3.0720 -4.4159
C 1.5921 -2.6432 -5.6868
C 0.1353 -3.0973 -5.7528
C -0.8038 -2.3387 -4.8033
N -0.9231 -0.9386 -5.1334
C -0.4506 0.1063 -4.4258
Se 0.6070 -0.0884 -2.8799
N -0.7423 1.2620 -5.0703
C -0.5223 2.6165 -4.6121
C 0.9341 3.0236 -4.3626
C 1.8293 3.0352 -5.5953
C 2.1664 1.6566 -6.1402
C -1.4255 0.9448 -6.2288
C -1.9634 1.7366 -7.2422
C -2.6232 1.0864 -8.2672
C -2.7462 -0.3065 -8.2997
C -2.2076 -1.1037 -7.3058
C -1.5423 -0.4576 -6.2696
H 3.3390 -2.7262 -4.4329
H 2.3105 -4.1547 -4.3209
H 1.8234 -2.6531 -3.5293
H 2.1150 -3.0906 -6.5336
H 1.6581 -1.5570 -5.8067
H 0.0700 -4.1551 -5.4978
H -0.2257 -2.9783 -6.7744
H -0.4347 -2.4120 -3.7725
H -1.8049 -2.7781 -4.8552
H -1.0846 2.7646 -3.6813
H -0.9497 3.2734 -5.3708
H 1.3728 2.3638 -3.6040
H 0.8959 4.0305 -3.9431
H 2.7617 3.5335 -5.3145
H 1.3807 3.6504 -6.3793
H 2.4614 0.9864 -5.3309
H 2.9925 1.7308 -6.8427
H 1.3300 1.2161 -6.6808
H -1.8722 2.8093 -7.2426
H -3.0628 1.6696 -9.0581
H -3.2744 -0.7685 -9.1181
H -2.3063 -2.1751 -7.3401
*
```

The value obtained for the LUMO energy (spin up / spin down) is -0.390 / -0.384 hartree. Its energy is -112784.9489 eV. For the gap between HOMO and LUMO (spin up / spin down), the calculation gives 0.2078 / 0.2139 Ha. The max |F| is 0.054 Eh/bohr.

Among the records above, which one has the lowest energy?
C34H42N6RuSe

The highest max |F| belongs to which entry?
C3H7N3O

Which formula does entry 2 have?
C34H42N6RuSe

Repeat the first record exactly.
Density functional theory data (the ωB97M-V functional and the def2-TZVPD basis) for the molecule C3H7N3O.

```
! RIJCOSX wB97M-V def2-TZVPD def2/J DEFGRID3
* xyz 0 1
C 0.9097 -1.2317 -0.0939
C 2.1510 -0.7702 -0.3325
C -2.1415 0.6787 -0.0746
N 1.3241 1.3322 -0.0086
N 0.0238 -0.2564 -0.1792
N -1.2023 -0.4460 0.1397
O 2.4185 0.5349 0.0339
H 0.6515 -2.2368 -0.0873
H 3.0712 -1.1675 -0.6558
H -2.7831 0.2752 -0.7922
H -2.7239 0.8996 0.8448
H -1.5536 1.4823 -0.4425
H 1.3846 1.9726 0.7029
H -1.5301 -1.0669 0.9453
*
```

The value obtained for the LUMO energy (spin up / spin down) is 0.031 / 0.025 hartree. Its energy is -9735.2211 eV. For the gap between HOMO and LUMO (spin up / spin down), the calculation gives 0.2873 / 0.2979 Ha. The max |F| is 0.078 Eh/bohr. The calculation puts the relative energy (zero: lowest compared OMol25 entry of this formula, charge and spin) at 7.812 eV.